No. 1
C21H13Cl3N2O3S3SeY as an isolated structure. Source: OMol25; level of theory: ωB97M-V/def2-TZVPD.

The gap between HOMO and LUMO comes out at 5.85 eV. Its charge is -1. The LUMO energy is 2.326 eV. The spin multiplicity is 1. As for the HOMO energy: -3.53 eV.

Each line ends with the natural charge from an NBO analysis.
Atoms and positions in Å:
Y (0.179, -0.450, -0.886)  1.707
O (-0.511, -1.542, 0.621)  -0.934
C (-1.300, -0.884, 1.562)  0.147
C (-1.378, -1.722, 2.830)  -0.185
C (-0.649, -2.833, 3.113)  -0.251
C (-0.924, -3.367, 4.403)  -0.260
C (-1.858, -2.647, 5.075)  -0.427
S (-2.442, -1.331, 4.135)  0.435
C (-2.704, -0.645, 1.014)  -0.208
C (-3.611, 0.309, 1.366)  -0.270
C (-4.811, 0.223, 0.613)  -0.264
C (-4.781, -0.792, -0.291)  -0.417
S (-3.297, -1.643, -0.252)  0.540
C (-0.632, 0.467, 1.849)  -0.197
C (-0.688, 1.590, 1.063)  -0.332
C (0.220, 2.600, 1.487)  -0.246
C (0.947, 2.229, 2.571)  -0.409
S (0.545, 0.645, 3.095)  0.483
H (0.064, -3.240, 2.411)  0.244
H (-0.443, -4.247, 4.808)  0.214
H (-2.256, -2.813, 6.064)  0.226
H (-3.414, 1.055, 2.125)  0.223
H (-5.643, 0.904, 0.728)  0.211
H (-5.531, -1.053, -1.020)  0.229
H (-1.403, 1.732, 0.259)  0.296
H (0.310, 3.559, 0.996)  0.220
H (1.702, 2.792, 3.097)  0.230
Se (-1.474, 0.605, -2.391)  -1.202
N (2.974, -0.699, -6.928)  -0.339
C (2.576, -0.087, -6.038)  0.295
C (2.097, 0.696, -4.945)  -0.242
C (1.447, 1.914, -5.164)  -0.102
C (1.033, 2.642, -4.074)  -0.253
C (1.231, 2.114, -2.803)  0.140
N (1.868, 0.960, -2.580)  -0.489
C (2.293, 0.274, -3.632)  0.105
H (1.259, 2.257, -6.172)  0.222
H (0.509, 3.578, -4.196)  0.225
H (0.915, 2.654, -1.921)  0.216
H (2.820, -0.652, -3.428)  0.215
Cl (3.891, -1.270, 2.103)  0.029
C (4.081, -0.789, 0.402)  -0.196
Cl (4.893, 0.780, 0.315)  0.032
Cl (5.034, -1.994, -0.450)  0.041
C (2.640, -0.660, -0.184)  0.736
O (2.241, -1.538, -0.977)  -0.718
O (1.980, 0.318, 0.220)  -0.720

---

No. 2
A 2-piece molecular cluster, C7H19ClNO3PS overall. Source: OMol25; level of theory: ωB97M-V/def2-TZVPD.

The gap between HOMO and LUMO comes out at 3.79 eV. The LUMO energy is -1.104 eV. The spin multiplicity is 1. As for the HOMO energy: -4.89 eV.

Each line ends with the natural charge from an NBO analysis.
Atoms and positions in Å:
C (-1.385, -2.857, -0.951)  -0.611
C (-2.094, -1.503, -1.318)  -0.431
C (-2.122, -0.570, -0.053)  -0.245
N (-1.133, 0.584, -0.172)  -0.708
C (-0.594, 0.858, 1.194)  -0.277
C (0.505, -0.154, 1.612)  -0.197
C (1.703, -0.228, 0.612)  -0.676
Cl (1.154, 0.484, 3.200)  -0.040
P (-1.883, 1.997, -0.969)  1.840
O (-1.929, 1.593, -2.595)  -0.934
O (-3.461, 2.218, -0.519)  -0.925
S (-0.903, 3.643, -0.786)  -0.443
H (-0.330, -2.644, -0.697)  0.219
H (-1.481, -3.582, -1.777)  0.236
H (-1.840, -3.279, -0.033)  0.208
H (-1.660, -1.026, -2.212)  0.220
H (-3.142, -1.765, -1.550)  0.231
H (-3.157, -0.220, 0.091)  0.231
H (-1.874, -1.212, 0.809)  0.245
H (-0.413, 0.227, -0.823)  0.482
H (-1.429, 0.757, 1.920)  0.223
H (-0.201, 1.878, 1.335)  0.285
H (0.100, -1.158, 1.819)  0.208
H (2.599, 0.357, 0.920)  0.349
H (1.448, 0.028, -0.439)  0.174
H (2.053, -1.277, 0.597)  0.254
H (-1.000, 1.459, -2.828)  0.511
H (-3.545, 2.028, 0.425)  0.513
C (5.181, 0.654, 0.622)  -0.200
O (4.262, -0.096, -0.016)  -0.986
H (5.501, 0.304, 1.637)  0.080
H (6.168, 0.781, 0.113)  0.095
H (4.904, 1.721, 0.834)  0.069

---

No. 3
An isolated molecule of C2H4OS. Source: OMol25; level of theory: ωB97M-V/def2-TZVPD.

The gap between HOMO and LUMO comes out at 9.23 eV. The LUMO energy is 0.381 eV. The spin multiplicity is 1. As for the structure (SMILES): C[C@@H]1OS1. Its relative energy (zero: lowest compared OMol25 entry of this formula, charge and spin) is 2.181 eV. As for the HOMO energy: -8.85 eV.

Each line ends with the natural charge from an NBO analysis.
Atoms and positions in Å:
C (0.090, 0.152, -0.295)  -0.665
C (-1.110, -0.364, 0.414)  0.063
O (-2.079, -1.140, -0.146)  -0.559
S (-2.635, 0.493, -0.032)  0.293
H (-0.050, 0.127, -1.308)  0.231
H (0.850, -0.620, -0.276)  0.219
H (0.466, 1.184, -0.045)  0.238
H (-1.059, -0.441, 1.423)  0.180

---

No. 4
A 17-piece molecular cluster, C27H12Cl64FNO6S overall. Source: OMol25; level of theory: ωB97M-V/def2-TZVPD.

The gap between HOMO and LUMO comes out at 7.46 eV. The LUMO energy is -1.511 eV. The spin multiplicity is 1. As for the HOMO energy: -8.97 eV.

Each line ends with the Mulliken charge.
Atoms and positions in Å:
C (4.949, -1.708, 0.779)  -0.952
C (4.783, -1.470, -0.835)  0.613
O (3.835, -2.195, -1.472)  -0.452
O (5.591, -0.567, -1.669)  -0.283
C (5.925, 0.688, -0.975)  -0.220
C (4.629, 1.739, -0.858)  -0.398
N (3.845, 1.578, 0.403)  0.336
O (2.734, 0.870, 0.320)  -0.052
C (1.640, 1.492, -0.413)  0.298
O (1.577, 2.703, -0.961)  -0.485
C (0.273, 0.547, -0.618)  0.251
C (0.027, -0.150, -2.118)  -0.291
C (-1.313, -1.081, -2.465)  0.059
C (-2.405, -1.274, -1.224)  -0.510
C (-2.203, -0.622, 0.290)  0.117
C (-0.845, 0.303, 0.580)  -0.494
S (3.815, 2.942, 1.454)  1.039
O (2.481, 3.015, 2.294)  -0.571
O (3.940, 4.336, 0.766)  -0.388
F (5.075, 2.830, 2.663)  -0.320
H (4.031, -2.350, 1.142)  0.369
H (5.963, -2.231, 1.089)  0.380
H (4.926, -0.648, 1.321)  0.197
H (6.736, 1.234, -1.660)  0.086
H (6.425, 0.555, 0.076)  0.309
H (5.118, 2.819, -1.000)  0.453
H (4.017, 1.558, -1.864)  -0.007
H (0.831, 0.022, -2.957)  0.337
H (-1.494, -1.546, -3.542)  -0.129
H (-3.375, -1.912, -1.447)  0.343
H (-3.017, -0.783, 1.139)  0.236
H (-0.639, 0.829, 1.623)  0.337
C (0.925, -3.249, -5.726)  0.244
Cl (0.741, -5.009, -5.932)  -0.101
Cl (2.026, -2.923, -4.364)  -0.005
Cl (1.599, -2.543, -7.216)  -0.064
Cl (-0.666, -2.520, -5.390)  -0.118
C (-1.175, -0.233, -8.953)  0.217
Cl (0.267, -0.303, -9.996)  -0.099
Cl (-2.193, 1.147, -9.439)  -0.011
Cl (-2.104, -1.744, -9.121)  -0.093
Cl (-0.672, -0.031, -7.256)  -0.015
C (-3.575, -2.540, 4.312)  0.074
Cl (-3.759, -4.300, 4.105)  -0.061
Cl (-2.474, -2.214, 5.674)  0.026
Cl (-2.901, -1.834, 2.821)  -0.083
Cl (-5.166, -1.811, 4.647)  -0.110
C (-3.566, -4.312, 9.165)  0.163
Cl (-4.349, -3.595, 7.734)  0.138
Cl (-3.825, -3.255, 10.576)  -0.037
Cl (-4.272, -5.916, 9.487)  -0.044
Cl (-1.819, -4.482, 8.863)  -0.129
C (-6.266, -0.625, -2.564)  0.204
Cl (-6.585, -2.314, -3.036)  -0.067
Cl (-6.532, 0.443, -3.965)  -0.045
Cl (-7.369, -0.160, -1.244)  -0.093
Cl (-4.580, -0.471, -2.011)  0.026
C (5.331, -6.096, 1.055)  0.305
Cl (5.127, -4.548, 0.197)  -0.021
Cl (3.774, -6.590, 1.766)  -0.097
Cl (5.882, -7.343, -0.092)  -0.103
Cl (6.541, -5.903, 2.349)  -0.114
C (-5.169, -4.243, 0.165)  0.297
Cl (-5.660, -5.131, 1.629)  -0.083
Cl (-5.090, -2.500, 0.526)  0.005
Cl (-3.566, -4.813, -0.366)  -0.090
Cl (-6.359, -4.528, -1.130)  -0.101
C (-5.169, 4.359, -9.565)  0.335
Cl (-5.660, 3.470, -8.101)  -0.055
Cl (-5.090, 6.102, -9.204)  -0.093
Cl (-3.566, 3.789, -10.096)  -0.086
Cl (-6.359, 4.074, -10.860)  -0.097
C (5.031, 4.229, -4.436)  0.252
Cl (6.749, 4.700, -4.389)  -0.028
Cl (4.422, 4.370, -6.105)  -0.099
Cl (4.861, 2.545, -3.882)  -0.045
Cl (4.092, 5.303, -3.369)  -0.061
C (-1.869, -9.571, 8.499)  0.283
Cl (-2.360, -10.459, 9.963)  -0.099
Cl (-1.790, -7.828, 8.860)  0.005
Cl (-0.266, -10.140, 7.968)  -0.100
Cl (-3.059, -9.855, 7.204)  -0.100
C (-8.169, -2.791, 9.212)  0.268
Cl (-7.700, -1.276, 8.401)  -0.096
Cl (-9.401, -3.631, 8.237)  -0.098
Cl (-6.738, -3.837, 9.390)  -0.016
Cl (-8.837, -2.421, 10.822)  -0.102
C (-1.201, 1.256, 7.015)  0.286
Cl (-1.946, -0.063, 7.952)  -0.051
Cl (-1.976, 1.358, 5.414)  -0.054
Cl (-1.421, 2.798, 7.881)  -0.102
Cl (0.540, 0.932, 6.813)  -0.095
C (5.999, 7.435, 0.239)  0.158
Cl (4.807, 8.745, 0.433)  -0.051
Cl (5.992, 6.405, 1.693)  -0.087
Cl (5.577, 6.454, -1.187)  0.039
Cl (7.622, 8.138, 0.017)  -0.107
C (2.699, 10.244, 3.499)  0.304
Cl (2.384, 11.125, 1.983)  -0.093
Cl (1.544, 10.776, 4.747)  -0.109
Cl (2.508, 8.495, 3.220)  -0.035
Cl (4.361, 10.579, 4.046)  -0.081
C (10.799, 3.141, -3.987)  0.313
Cl (11.841, 2.147, -5.036)  -0.093
Cl (11.598, 3.379, -2.412)  -0.097
Cl (10.518, 4.723, -4.756)  -0.097
Cl (9.240, 2.314, -3.743)  -0.029
C (-10.201, 0.690, -5.902)  0.260
Cl (-9.199, -0.402, -4.913)  -0.008
Cl (-11.311, -0.271, -6.910)  -0.102
Cl (-11.144, 1.759, -4.833)  -0.094
Cl (-9.149, 1.676, -6.949)  -0.069

---

Q: Which of these has the lowest gap between HOMO and LUMO?
A: C7H19ClNO3PS

---

Q: Among the records above, which one has the highest gap between HOMO and LUMO?
A: C2H4OS

---

What did the first record say?
C21H13Cl3N2O3S3SeY as an isolated structure. Source: OMol25; level of theory: ωB97M-V/def2-TZVPD.

The gap between HOMO and LUMO comes out at 5.85 eV. Its charge is -1. The LUMO energy is 2.326 eV. The spin multiplicity is 1. As for the HOMO energy: -3.53 eV.

Each line ends with the natural charge from an NBO analysis.
Atoms and positions in Å:
Y (0.179, -0.450, -0.886)  1.707
O (-0.511, -1.542, 0.621)  -0.934
C (-1.300, -0.884, 1.562)  0.147
C (-1.378, -1.722, 2.830)  -0.185
C (-0.649, -2.833, 3.113)  -0.251
C (-0.924, -3.367, 4.403)  -0.260
C (-1.858, -2.647, 5.075)  -0.427
S (-2.442, -1.331, 4.135)  0.435
C (-2.704, -0.645, 1.014)  -0.208
C (-3.611, 0.309, 1.366)  -0.270
C (-4.811, 0.223, 0.613)  -0.264
C (-4.781, -0.792, -0.291)  -0.417
S (-3.297, -1.643, -0.252)  0.540
C (-0.632, 0.467, 1.849)  -0.197
C (-0.688, 1.590, 1.063)  -0.332
C (0.220, 2.600, 1.487)  -0.246
C (0.947, 2.229, 2.571)  -0.409
S (0.545, 0.645, 3.095)  0.483
H (0.064, -3.240, 2.411)  0.244
H (-0.443, -4.247, 4.808)  0.214
H (-2.256, -2.813, 6.064)  0.226
H (-3.414, 1.055, 2.125)  0.223
H (-5.643, 0.904, 0.728)  0.211
H (-5.531, -1.053, -1.020)  0.229
H (-1.403, 1.732, 0.259)  0.296
H (0.310, 3.559, 0.996)  0.220
H (1.702, 2.792, 3.097)  0.230
Se (-1.474, 0.605, -2.391)  -1.202
N (2.974, -0.699, -6.928)  -0.339
C (2.576, -0.087, -6.038)  0.295
C (2.097, 0.696, -4.945)  -0.242
C (1.447, 1.914, -5.164)  -0.102
C (1.033, 2.642, -4.074)  -0.253
C (1.231, 2.114, -2.803)  0.140
N (1.868, 0.960, -2.580)  -0.489
C (2.293, 0.274, -3.632)  0.105
H (1.259, 2.257, -6.172)  0.222
H (0.509, 3.578, -4.196)  0.225
H (0.915, 2.654, -1.921)  0.216
H (2.820, -0.652, -3.428)  0.215
Cl (3.891, -1.270, 2.103)  0.029
C (4.081, -0.789, 0.402)  -0.196
Cl (4.893, 0.780, 0.315)  0.032
Cl (5.034, -1.994, -0.450)  0.041
C (2.640, -0.660, -0.184)  0.736
O (2.241, -1.538, -0.977)  -0.718
O (1.980, 0.318, 0.220)  -0.720

---

Q: Which of these has the highest gap between HOMO and LUMO?
A: C2H4OS